Entry 1:
A cluster of 2 separate species, ClHN2O in total. Source: the OMol25 dataset; level of theory: ωB97M-V/def2-TZVPD.

The maximum force is 0.097 hartree/bohr. The net charge is 0. As for the SMILES: N#[N+][O-].Cl. Its energy is -645.45278 hartree. Its relative energy (zero: lowest compared OMol25 entry of this formula, charge and spin) is 164.19 kJ/mol.

Cartesian coordinates (Å):
N: 0.93 0.26 0.00
N: 1.04 1.35 0.05
O: 1.04 2.52 0.01
Cl: -1.13 -1.39 0.01
H: -1.87 -2.75 -0.06

Entry 2:
A cluster of 2 separate species, C3H10NO in total. Source: the OMol25 dataset; level of theory: ωB97M-V/def2-TZVPD.

As for the spin multiplicity: 2. The maximum force is 0.079 hartree/bohr. The net charge is 0. The expectation value of S² is 0.757. Its energy is -250.17855 hartree. Its relative energy (zero: lowest compared OMol25 entry of this formula, charge and spin) is 100.48 kJ/mol.

Cartesian coordinates (Å):
C: 0.18 -0.51 0.93
O: -0.14 -0.07 -0.69
C: 0.83 0.54 1.68
C: 0.21 1.85 1.99
N: -0.72 -1.88 -3.54
H: 0.96 -1.20 0.56
H: -0.82 -0.73 1.26
H: 0.44 0.73 -0.74
H: 1.83 0.21 2.09
H: 0.95 2.68 1.80
H: -0.60 2.12 1.37
H: -0.18 1.98 3.01
H: -0.85 -2.86 -3.19
H: -0.43 -1.30 -2.71
H: -1.65 -1.56 -3.81

- Number 2 is which compound?
  C3H10NO